6
Properties=species:S:1:pos:R:3:nbo_charge:R:1 method="wB97M-V/def2-TZVPD" energy_ev=-88667.1004 e_lumo_ev=-1.192 e_above_lowest_kcal_mol=28.9
P -0.495 1.019 0.176 0.07
P -0.563 -0.992 -0.104 -0.01
Br 3.181 0.217 0.035 -0.22
H 2.348 -1.049 0.251 0.22
H -0.076 1.159 -1.228 -0.02
H -0.976 -1.425 1.197 -0.04